# 1
ORCA calculation (the ωB97M-V functional and the def2-TZVPD basis) on C26H33O4PPtS as an isolated structure.

The HOMO energy (alpha / beta) comes out at -14.4630 / -14.4648 eV. For the gap between HOMO and LUMO (alpha / beta), the calculation gives 7.163 / 7.318 eV. Its molecular weight is 667.7 g/mol. As for the spin multiplicity: 1. Its total charge is +2.

```
66
Properties=species:S:1:pos:R:3:mulliken_charge:R:1
Pt -1.021 0.293 0.233 2.105
C -0.329 -0.877 3.306 -0.818
O -1.444 -0.421 2.524 -0.400
C -2.505 -1.369 2.427 -0.561
C -2.292 -2.255 1.221 -0.339
O -2.404 -1.488 0.002 -0.524
C -3.756 -1.350 -0.456 -0.858
H -0.663 -1.060 4.327 0.367
H 0.412 -0.082 3.303 0.247
H 0.110 -1.783 2.888 0.336
H -3.424 -0.789 2.329 0.236
H -2.570 -1.972 3.335 0.486
H -3.015 -3.072 1.208 0.591
H -1.286 -2.664 1.220 0.069
H -4.158 -2.340 -0.670 0.353
H -3.726 -0.771 -1.375 0.262
H -4.385 -0.854 0.283 0.379
O -2.249 1.865 0.005 -0.535
S -3.789 1.919 0.239 0.542
C -4.443 2.494 -1.359 -0.667
C -5.047 3.877 -1.119 -0.654
C -4.170 4.543 -0.063 -0.538
C -4.040 3.513 1.052 -0.779
H -5.146 1.754 -1.738 0.434
H -3.562 2.525 -2.003 0.355
H -6.070 3.780 -0.750 0.323
H -5.085 4.444 -2.048 0.348
H -4.608 5.468 0.310 0.416
H -3.186 4.780 -0.472 0.236
H -4.963 3.408 1.627 0.446
H -3.204 3.653 1.736 0.374
O 0.389 -1.112 0.393 -0.244
P 1.806 -0.895 -0.208 0.788
C 1.913 -1.530 -1.869 0.710
C 3.037 -2.231 -2.301 -0.174
C 3.122 -2.636 -3.627 -0.792
C 2.093 -2.343 -4.509 -0.483
C 0.969 -1.645 -4.078 -0.773
C 0.878 -1.235 -2.761 -0.505
C 2.983 -1.728 0.828 0.263
C 3.991 -1.049 1.512 -0.417
C 4.834 -1.754 2.360 -0.720
C 4.668 -3.121 2.526 -0.508
C 3.661 -3.800 1.846 -0.794
C 2.816 -3.108 0.996 -0.505
C 2.178 0.858 -0.294 0.559
C 1.337 1.827 0.252 -0.282
C 1.639 3.176 0.167 -1.039
C 2.822 3.562 -0.444 -0.573
C 3.671 2.611 -0.999 -0.823
C 3.350 1.264 -0.933 -0.378
H 3.837 -2.462 -1.608 0.424
H 3.990 -3.185 -3.967 0.437
H 2.162 -2.664 -5.540 0.414
H 0.171 -1.424 -4.774 0.432
H 0.006 -0.687 -2.419 0.262
H 4.119 0.019 1.389 0.396
H 5.620 -1.233 2.890 0.450
H 5.323 -3.664 3.195 0.428
H 3.542 -4.867 1.977 0.438
H 2.035 -3.633 0.459 0.485
H 0.414 1.544 0.796 0.429
H 0.972 3.916 0.588 0.485
H 3.083 4.611 -0.489 0.428
H 4.582 2.922 -1.492 0.437
H 4.004 0.527 -1.385 0.510
```


# 2
ORCA calculation (the ωB97M-V functional and the def2-TZVPD basis) on C26H33O5Tc as an isolated structure at a distorted geometry.

The HOMO energy (alpha / beta) comes out at -10.5530 / -11.2096 eV. For the gap between HOMO and LUMO (alpha / beta), the calculation gives 7.487 / 4.473 eV. Its molecular weight is 523.5 g/mol. As for the spin multiplicity: 4. Its total charge is +1.

```
65
Properties=species:S:1:pos:R:3:lowdin_spin:R:1
O -2.103 2.384 -2.464 0.000
C -2.173 1.826 -3.849 0.000
C -3.221 2.801 -4.344 0.000
H -2.548 0.801 -3.781 0.000
H -1.176 1.863 -4.318 0.000
C -3.251 3.221 -2.860 0.000
H -4.144 2.392 -4.753 0.000
H -2.765 3.563 -4.971 0.000
C -4.491 2.767 -2.107 0.000
H -4.584 1.671 -2.095 0.000
H -5.403 3.159 -2.590 0.000
H -4.395 3.154 -1.078 0.000
C -3.033 4.710 -2.703 0.000
H -2.082 5.014 -3.142 0.000
H -3.068 4.921 -1.635 0.000
H -3.847 5.249 -3.205 0.000
Tc 0.982 0.712 1.668 1.494
C 2.569 1.660 2.713 -0.006
C 3.161 0.569 1.958 0.075
C 3.064 0.891 0.564 0.060
H 3.721 -0.246 2.404 0.006
C 2.279 2.087 0.424 0.037
C 1.937 2.550 1.750 0.012
H 1.373 3.438 1.988 0.003
H 2.653 1.782 3.780 0.000
H 3.535 0.332 -0.246 0.007
H 2.011 2.576 -0.511 0.004
C 0.018 0.275 3.504 0.021
C -0.255 1.640 3.099 0.002
C -1.022 1.586 1.879 0.012
H -0.042 2.532 3.678 0.002
C -1.498 0.220 1.738 0.063
C -0.828 -0.583 2.688 0.073
H -0.968 -1.645 2.844 0.005
H 0.608 -0.032 4.352 0.001
H -1.333 2.447 1.301 -0.001
H -2.250 -0.128 1.032 0.004
O -2.044 -0.567 -2.240 0.004
C -1.088 0.024 -1.295 0.012
C 0.080 0.568 -2.136 0.008
H -0.721 -0.731 -0.557 0.009
H -1.512 0.858 -0.704 0.001
C 0.098 -0.439 -3.334 0.001
H 1.018 0.678 -1.565 0.007
H -0.288 1.573 -2.470 0.000
C -1.222 -1.232 -3.246 0.000
H 0.927 -1.152 -3.238 0.000
H 0.254 0.112 -4.273 0.000
H -0.962 -2.294 -2.954 0.000
H -1.786 -1.235 -4.211 0.000
O 1.600 -4.252 0.593 0.263
C 2.253 -4.684 1.672 0.159
C 2.631 -6.041 1.746 0.135
C 3.311 -6.508 2.864 0.010
C 3.586 -5.634 3.941 0.252
C 3.158 -4.299 3.885 0.012
C 2.531 -3.794 2.736 0.132
C 2.078 -2.369 2.668 0.011
O 2.191 -1.675 3.700 0.033
O 1.596 -1.953 1.526 0.065
H 1.451 -3.241 0.781 0.002
H 2.369 -6.699 0.925 0.003
H 3.627 -7.555 2.921 -0.003
H 4.132 -6.005 4.824 0.011
H 3.301 -3.615 4.728 -0.002
```


# 3
ORCA calculation (the ωB97M-V functional and the def2-TZVPD basis) on C26H34BrMnN2O3P2 as an isolated structure.

The HOMO energy (alpha / beta) comes out at -10.7238 / -10.2941 eV. For the gap between HOMO and LUMO (alpha / beta), the calculation gives 7.313 / 7.708 eV. Its molecular weight is 619.4 g/mol. As for the spin multiplicity: 4. Its total charge is +1.

```
69
Properties=species:S:1:pos:R:3:lowdin_spin:R:1
Mn -0.034 -1.054 0.283 3.350
O 3.339 -0.069 1.540 -0.005
C 2.286 -0.580 1.849 0.008
O 1.630 -1.366 1.014 0.030
C 1.671 -0.390 3.219 -0.005
P 0.022 0.455 3.360 -0.026
C -0.862 -0.333 1.967 -0.125
C -1.959 0.322 1.201 -0.008
C -3.112 -0.529 0.808 -0.016
C -3.306 -1.861 1.381 -0.080
C -2.244 -2.465 1.922 -0.002
C -0.973 -1.776 2.031 -0.158
C 0.358 2.175 2.849 -0.003
C 0.159 2.717 1.583 0.000
C 0.318 4.080 1.366 0.000
C 0.719 4.912 2.401 0.000
C 0.943 4.379 3.663 0.000
C 0.738 3.027 3.889 -0.001
H 2.361 0.187 3.834 0.000
H 1.562 -1.370 3.689 0.000
H -2.087 1.394 1.260 0.001
H -3.998 0.023 0.544 -0.001
H -4.290 -2.310 1.363 -0.005
H -2.314 -3.466 2.328 0.001
H -0.215 -2.295 2.604 -0.004
H -0.114 2.076 0.756 0.000
H 0.130 4.496 0.383 0.000
H 0.849 5.972 2.228 0.000
H 1.251 5.020 4.477 0.000
H 0.862 2.629 4.890 -0.001
C 2.902 2.354 -0.520 0.001
P 2.125 1.034 -1.436 0.007
C 1.727 1.690 -3.059 0.001
C 3.370 -0.231 -1.663 0.001
O 0.874 0.486 -0.769 0.038
H 3.848 2.613 -0.998 0.000
H 3.091 2.014 0.498 0.000
H 2.260 3.233 -0.496 0.000
H 2.618 2.117 -3.521 0.000
H 0.972 2.470 -2.961 0.000
H 1.338 0.898 -3.699 0.000
H 4.242 0.178 -2.175 0.000
H 2.965 -1.051 -2.257 0.000
H 3.671 -0.594 -0.678 0.000
C -1.494 -0.299 -2.544 0.001
C -2.322 0.403 -1.469 -0.001
C -3.795 0.244 -1.863 -0.001
C -1.970 1.880 -1.369 0.000
N -1.999 -0.326 -0.172 -0.035
H -1.668 0.182 -3.507 0.000
H -1.797 -1.344 -2.630 0.000
H -0.428 -0.258 -2.325 0.001
H -3.906 0.532 -2.908 0.000
H -4.464 0.883 -1.288 0.000
H -4.120 -0.793 -1.767 0.000
H -2.146 2.361 -2.332 0.000
H -0.924 2.013 -1.098 0.000
H -2.594 2.393 -0.635 0.000
Br 3.282 -5.163 -2.033 0.000
C 1.522 -4.663 -1.608 0.000
C 0.466 -5.546 -1.755 0.003
C -0.806 -5.107 -1.424 0.000
C -0.973 -3.814 -0.965 0.003
N 0.051 -2.968 -0.820 0.021
C 1.279 -3.388 -1.130 0.006
H 0.635 -6.551 -2.118 0.000
H -1.661 -5.760 -1.521 0.000
H -1.952 -3.429 -0.706 0.000
H 2.093 -2.697 -0.962 0.001
```